Density functional theory data (ωB97M-V/def2-TZVPD) for one molecule with the formula C2H5FO2 in a non-equilibrium geometry.

Structure (XYZ):
```
10
Properties=species:S:1:pos:R:3:forces:R:3:mulliken_charge:R:1
C -0.520 0.885 -0.158 -2.3 -0.3 -1.9 -0.41
C 0.930 0.676 0.295 -1.3 -1.5 1.4 0.31
O -1.492 -0.149 0.169 0.5 0.2 2.6 -0.51
O 1.229 -0.658 0.606 0.3 0.4 -1.1 -0.46
F 1.862 1.119 -0.571 0.2 0.7 -0.8 -0.30
H -0.992 1.735 0.350 0.9 0.6 -0.6 0.28
H -0.641 0.963 -1.299 0.5 0.2 1.6 0.26
H 0.986 1.206 1.214 0.7 0.7 0.9 0.22
H -1.719 -0.051 1.171 0.7 -0.4 -2.7 0.31
H 1.569 -0.970 -0.253 -0.2 -0.5 0.6 0.29
```
Positions in Å, forces in eV/Å.

Values from the calculation:
Structure (SMILES) ... OC[C@@H](O)F
Highest occupied orbital energy ... -10.53 eV
Energy relative to the best compared isomer or geometry (same formula, charge and spin) ... 1.390 eV
LUMO level ... 0.774 eV
Max |F| ... 2.96 eV/A
Gap between HOMO and LUMO ... 11.3067 eV
Total charge ... 0
Spin multiplicity ... 1
Electronic energy ... -8966.460 eV